[1]
One molecule with the formula C14H14F3N3O3. Source: the Open Molecules 2025 dataset; level of theory: wB97M-V/def2-TZVPD.

```
37
Properties=species:S:1:pos:R:3:nbo_charge:R:1
C 3.98 1.68 1.04 -0.261
O 2.84 2.41 1.44 -0.500
C 1.57 2.19 1.03 0.522
C 0.65 3.04 1.67 -0.315
C -0.71 2.93 1.36 -0.093
C -1.10 1.84 0.58 -0.138
C -2.33 1.25 0.00 -0.219
C -3.69 1.78 0.25 0.468
O -3.85 2.66 1.07 -0.496
C -4.95 0.86 -0.09 0.905
F -5.92 1.36 0.68 -0.293
F -5.48 0.85 -1.42 -0.351
F -4.65 -0.45 0.13 -0.316
C -1.96 0.27 -0.94 0.061
N -0.58 0.21 -0.95 -0.364
C 0.33 -0.53 -1.90 -0.207
C 1.11 -1.60 -1.13 -0.235
N 0.31 -2.62 -0.58 -0.604
C 0.60 -3.81 -0.18 0.673
C 2.07 -4.27 -0.02 -0.711
O -0.32 -4.63 -0.35 -0.627
C -0.05 1.09 0.01 0.359
N 1.28 1.21 0.15 -0.527
H 4.60 1.99 1.92 0.203
H 3.69 0.65 1.22 0.186
H 4.55 1.83 0.07 0.196
H 1.06 3.69 2.42 0.240
H -1.44 3.58 1.79 0.240
H -2.53 -0.28 -1.69 0.239
H -0.25 -0.99 -2.70 0.217
H 0.99 0.26 -2.27 0.236
H 1.95 -1.91 -1.83 0.203
H 1.59 -1.05 -0.31 0.219
H -0.60 -2.38 -0.57 0.393
H 2.65 -3.46 0.43 0.212
H 2.47 -4.52 -1.00 0.238
H 2.12 -5.14 0.68 0.249
```

As for the SMILES: COc1ccc2c(C(=O)C(F)(F)F)cn(CCNC(C)=O)c2n1. The value obtained for the strongest force on any atom is 0.0961 hartree/bohr. Its HOMO energy is -8.75 eV. As for the spin multiplicity: 1. Its energy relative to the best compared isomer or geometry (same formula, charge and spin) is 132.7 kJ/mol. The calculation puts the LUMO energy at -0.31 eV. Its net charge is 0. For the orbital gap, the calculation gives 8.438 eV.


[2]
C14H14F5O6Rh as an isolated structure. Source: the Open Molecules 2025 dataset; level of theory: wB97M-V/def2-TZVPD.

```
40
Properties=species:S:1:pos:R:3:nbo_charge:R:1
Rh -1.10 -0.34 0.66 1.165
O -2.48 1.39 4.06 -0.626
C -2.00 1.01 2.89 0.809
O -1.78 -0.17 2.65 -0.600
C -1.74 2.09 1.89 -0.186
O -1.21 1.58 0.71 -0.689
C -3.01 -0.82 0.19 -0.405
C -2.75 -2.29 0.11 0.745
O -3.53 -3.17 -0.15 -0.581
O -1.48 -2.39 0.41 -0.661
H -2.62 0.61 4.62 0.511
H -1.06 2.81 2.37 0.218
H -2.69 2.63 1.72 0.217
H -3.16 -0.29 -0.75 0.247
H -3.63 -0.50 1.02 0.209
F 1.90 2.37 -5.22 -0.289
C 1.28 1.71 -4.23 0.245
C 1.47 2.07 -2.92 0.278
F 2.29 3.09 -2.62 -0.293
C 0.84 1.39 -1.89 0.232
F 1.10 1.80 -0.64 -0.309
C -0.03 0.32 -2.12 0.266
O -0.69 -0.42 -1.26 -0.701
C -0.19 -0.02 -3.48 0.271
F -1.00 -1.04 -3.79 -0.291
C 0.44 0.64 -4.51 0.274
F 0.24 0.27 -5.77 -0.288
C 2.77 -2.15 0.83 -0.588
C 1.79 -0.97 0.82 -0.307
C 2.40 0.24 1.54 -0.604
C 0.52 -1.43 1.49 -0.230
H 3.72 -1.85 0.38 0.220
H 2.38 -2.99 0.26 0.222
H 2.97 -2.49 1.85 0.203
H 1.59 -0.73 -0.23 0.240
H 2.71 -0.06 2.54 0.199
H 1.70 1.06 1.62 0.214
H 3.28 0.60 1.01 0.223
H 0.44 -1.08 2.52 0.193
H 0.32 -2.48 1.41 0.246
```

The value obtained for the strongest force on any atom is 0.0150 hartree/bohr. Its HOMO energy is -8.30 eV. As for the spin multiplicity: 1. Its energy relative to the best compared isomer or geometry (same formula, charge and spin) is 60.8 kJ/mol. The calculation puts the LUMO energy at -1.79 eV. Its net charge is 0. For the orbital gap, the calculation gives 6.517 eV.


- orbital gap of number 1 (C14H14F3N3O3)?
  8.438 eV


- Which value of spin multiplicity does entry 1 give?
  1


- Which formula does entry 2 have?
  C14H14F5O6Rh